[1]
Density functional theory data (the ωB97M-V functional and the def2-TZVPD basis) for a structure of composition C28H33N6O6SSc at a distorted geometry.

Results
Maximum force in eV/A: 1.4
Energy relative to the best compared isomer or geometry (same formula, charge and spin) in kJ/mol: 46.18
Electronic energy in Eh: -3025.9126
E_HOMO in eV: -7.323
HOMO-LUMO gap in eV: 5.451

Geometry as ORCA input:
```
! RIJCOSX wB97M-V def2-TZVPD def2/J DEFGRID3
* xyz 0 1
Sc 0.5124 0.4253 0.2952
O 7.6494 0.6946 0.5580
C 6.8923 0.7294 1.5477
O 7.0989 0.7186 2.7734
C 5.3905 0.6161 1.1681
C 5.0167 0.1837 -0.1002
C 3.6815 0.1108 -0.4282
N 2.7163 0.4844 0.4239
C 3.0755 0.9178 1.6554
C 4.3867 0.9696 2.0663
C 1.9430 1.4147 2.5319
O 2.1201 1.7305 3.6761
O 0.7824 1.5048 1.8778
H 5.7911 -0.0687 -0.8121
H 3.3491 -0.2394 -1.3992
H 4.6391 1.2933 3.0676
N -6.5721 1.7965 0.8583
C -6.0302 0.6340 0.4727
S -6.9446 -0.6722 0.0801
C -4.5257 0.6162 0.4084
C -3.7437 1.5509 1.0737
C -2.3667 1.4919 0.9638
N -1.7418 0.5723 0.2309
C -2.4901 -0.3462 -0.3932
C -3.8678 -0.3588 -0.3278
H -7.5742 1.8457 0.9400
H -6.0269 2.6092 1.0812
H -4.1704 2.3039 1.7223
H -1.7315 2.1916 1.4964
H -1.9567 -1.0881 -0.9745
H -4.4391 -1.1196 -0.8405
C -2.4627 3.8691 -1.7345
N -1.2333 3.1246 -1.9582
C -1.3579 1.9746 -2.8392
C -0.1202 3.2949 -1.1968
N 0.6722 2.2755 -0.9730
N 0.0973 4.5371 -0.6782
C -0.0642 5.7345 -1.4984
C 1.0285 4.6862 0.4346
H -3.2815 3.1646 -1.5680
H -2.7218 4.4899 -2.5946
H -2.3678 4.5031 -0.8574
H -1.8439 2.2873 -3.7652
H -1.9642 1.1859 -2.3868
H -0.3747 1.5763 -3.0679
H 1.5653 2.6075 -0.6225
H -0.5801 5.5033 -2.4242
H 0.9178 6.1424 -1.7517
H -0.6237 6.5013 -0.9605
H 2.0674 4.7661 0.0957
H 0.9411 3.8482 1.1209
H 0.7810 5.6017 0.9698
C 0.4287 -7.7692 0.0238
C 0.4377 -6.2637 0.0726
C -0.2819 -5.5750 1.0398
C -0.2862 -4.1886 1.1104
C -1.1147 -3.5441 2.2009
C 0.4432 -3.4670 0.1438
C 1.1724 -4.1420 -0.8561
C 2.0022 -3.4486 -1.9127
C 1.1582 -5.5286 -0.8603
C 0.4432 -1.9944 0.1779
O 0.5671 -1.2997 -0.8939
O 0.2977 -1.3455 1.2704
H 0.1890 -8.1965 0.9982
H 1.3977 -8.1556 -0.2956
H -0.3197 -8.1247 -0.6899
H -0.8511 -6.1335 1.7759
H -1.6538 -4.3128 2.7523
H -1.8457 -2.8468 1.7868
H -0.4990 -2.9805 2.8970
H 2.6273 -2.6614 -1.4942
H 1.3661 -2.9812 -2.6645
H 2.6455 -4.1747 -2.4063
H 1.7379 -6.0531 -1.6138
*
```

Löwdin atomic charge list, values in e, 6 entries: atom 1 (Sc): 1.01, atom 2 (O): -0.04, atom 3 (C): -0.69, atom 4 (O): -0.02, atom 5 (C): -0.07, atom 6 (C): 0.02

***

[2]
Density functional theory data (the ωB97M-V functional and the def2-TZVPD basis) for a structure of composition CH5NO2S at a distorted geometry.

Results
Maximum force in eV/A: 6.7
Energy relative to the best compared isomer or geometry (same formula, charge and spin) in kJ/mol: 303.99
Electronic energy in Eh: -644.4285
E_HOMO in eV: -7.861
HOMO-LUMO gap in eV: 8.359

Geometry as ORCA input:
```
! RIJCOSX wB97M-V def2-TZVPD def2/J DEFGRID3
* xyz 0 1
C 0.0886 -1.1670 -0.4608
N 1.3669 -0.5241 -0.5208
O -0.5801 1.1024 1.6558
O -1.0634 1.6082 -0.8474
S -1.3068 0.6460 0.1586
H -0.1000 -1.7673 0.4664
H -0.3130 -1.6275 -1.2755
H 1.5350 0.3468 -0.0063
H -1.1337 1.5623 2.3270
H 1.5067 -0.1798 -1.4969
*
```

Löwdin atomic charge list, values in e, 6 entries: atom 1 (C): -0.18, atom 2 (N): -0.05, atom 3 (O): -0.40, atom 4 (O): -0.53, atom 5 (S): 0.84, atom 6 (H): 0.08

***

[3]
Density functional theory data (the ωB97M-V functional and the def2-TZVPD basis) for a structure of composition C5H10NO2 at a distorted geometry.

Results
Maximum force in eV/A: 9.1
Energy relative to the best compared isomer or geometry (same formula, charge and spin) in kJ/mol: 815.63
Electronic energy in Eh: -401.5162
E_HOMO in eV: -2.936
HOMO-LUMO gap in eV: 5.376

Geometry as ORCA input:
```
! RIJCOSX wB97M-V def2-TZVPD def2/J DEFGRID3
* xyz -1 1
C -3.1089 -0.9776 -0.4776
N 2.2107 -0.3170 0.5376
C 3.0958 0.8053 0.6829
C 0.0327 -0.7277 -0.5977
C 0.8621 0.0301 0.5495
C -0.3845 0.6584 -0.2640
O -0.1755 1.5636 -1.2018
O -1.4711 0.6573 0.6302
H -2.7818 -2.0095 -0.2999
H -2.8841 -0.5443 -1.4823
H -4.0238 -0.6367 -0.0804
H 4.1545 0.5195 0.6838
H 3.0475 1.6370 -0.0273
H 2.9636 1.3628 1.6385
H -0.6298 -1.5992 -0.4877
H -2.2071 -0.1262 0.2287
H 0.5163 -0.7168 -1.6024
H 0.7834 0.4209 1.5699
*
```

Löwdin atomic charge list, values in e, 6 entries: atom 1 (C): -0.15, atom 2 (N): -0.04, atom 3 (C): -0.22, atom 4 (C): 0.00, atom 5 (C): -0.19, atom 6 (C): -0.68